i | CH9N3P | ωB97M-V/def2-TZVPD

Output
orbital gap (alpha / beta) = 8.5 / 7.4 eV
net charge = +1
HOMO (alpha / beta) = -14.0 / -13.3 eV
LUMO energy (alpha / beta) = -5.5 / -5.9 eV

Atoms and positions in Å:
1 P 0.76 1.10 -2.36
2 N -0.34 -0.86 0.74
3 N 0.50 -2.36 -0.88
4 N -1.14 1.56 1.75
5 C 0.28 -1.11 -0.40
6 H 1.86 0.62 -2.99
7 H 1.01 -2.53 -1.75
8 H -0.30 1.64 2.31
9 H -1.28 2.48 1.24
10 H 0.28 0.35 -3.41
11 H 0.69 -2.94 -0.15
12 H -0.62 0.16 1.22
13 H -1.90 1.53 2.51
14 H -0.56 -1.64 1.38


ii | CH9N3P | ωB97M-V/def2-TZVPD

Output
orbital gap = 8.5 eV
net charge = +1
HOMO = -12.2 eV
LUMO energy = -3.7 eV

Atoms and positions in Å:
1 P -0.57 0.17 2.44
2 N 0.64 0.88 -1.35
3 N -1.08 -1.22 -1.29
4 N 0.19 -0.31 1.03
5 C 1.11 1.00 -0.22
6 H -0.82 -0.22 -0.87
7 H -1.73 -1.07 -2.04
8 H 1.03 -0.86 1.02
9 H 1.10 1.26 -2.15
10 H 1.94 1.42 0.30
11 H -1.22 -1.88 -0.53
12 H 0.49 0.61 3.25
13 H -0.90 1.65 2.11
14 H -0.17 -1.45 -1.70


It comes down to i, which is 0.0020 hartree more stable than the next structure.


i | C4H10NO2S | ωB97M-V/def2-TZVPD

Output
orbital gap = 4.3 eV
net charge = -1
HOMO = -4.0 eV
LUMO energy = 0.2 eV

Atoms and positions in Å:
1 S -0.89 3.13 0.40
2 O 1.85 -1.54 -0.39
3 O 1.30 -1.08 2.14
4 N -0.16 -0.41 -1.46
5 C -1.10 0.12 0.87
6 C 0.66 -1.53 -1.11
7 C -0.82 1.91 -0.96
8 C -0.29 0.51 -0.46
9 H -2.17 0.19 0.69
10 H 1.74 -1.17 0.55
11 H -0.79 0.83 1.61
12 H 1.95 -0.55 2.61
13 H -0.02 -2.15 -0.40
14 H -0.79 -0.90 1.06
15 H -1.83 1.72 -1.33
16 H 0.86 -2.12 -2.01
17 H 0.68 0.82 0.01
18 H -0.17 2.21 -1.82


ii | C4H10NO2S | ωB97M-V/def2-TZVPD

Output
orbital gap = 3.7 eV
net charge = -1
HOMO = -4.0 eV
LUMO energy = -0.3 eV

Atoms and positions in Å:
1 S -0.54 -3.06 1.50
2 O -0.71 -0.58 -2.65
3 O -0.89 1.74 2.09
4 N -0.23 1.40 -0.18
5 C 0.66 0.34 -0.72
6 C 0.81 -0.98 0.20
7 C -0.61 -1.64 0.46
8 C 0.16 1.96 1.34
9 H 1.57 0.93 -0.85
10 H 0.38 3.10 1.22
11 H -1.25 1.19 -0.24
12 H 0.09 -0.08 -1.54
13 H 1.17 1.52 1.63
14 H 1.16 -0.62 1.17
15 H -1.16 -0.73 -3.50
16 H -0.83 -1.97 -0.58
17 H -1.31 -0.89 0.84
18 H 1.55 -1.62 -0.20


It comes down to i, which is 0.0730 hartree more stable than the next structure.


i | C4H10NO2S | ωB97M-V/def2-TZVPD

Output
orbital gap = 5.9 eV
net charge = -1
HOMO = -2.7 eV
LUMO energy = 3.2 eV

Atoms and positions in Å:
1 S -3.08 -1.50 2.25
2 O 4.09 1.73 -1.42
3 O 1.33 1.32 -0.65
4 N 0.46 -0.21 0.70
5 C -1.94 -0.72 1.00
6 C -0.52 -1.04 1.39
7 C -0.84 0.44 -1.37
8 C 0.41 0.54 -0.47
9 H -0.93 -0.64 -1.56
10 H 1.26 0.06 1.15
11 H -0.36 -0.99 2.49
12 H -2.27 0.20 1.26
13 H -1.67 0.80 -0.80
14 H -0.87 0.84 -2.41
15 H 3.21 1.60 -0.98
16 H 4.35 0.91 -1.93
17 H -2.36 -1.19 0.11
18 H -0.26 -2.14 1.24


ii | C4H10NO2S | ωB97M-V/def2-TZVPD

Output
orbital gap = 7.5 eV
net charge = -1
HOMO = -3.6 eV
LUMO energy = 3.8 eV

Atoms and positions in Å:
1 S -0.24 0.51 1.78
2 O 1.19 -1.30 0.11
3 O -0.44 -1.57 -1.45
4 N 1.10 -3.21 -1.09
5 C -0.70 1.87 -0.68
6 C -1.37 1.10 0.48
7 C 0.54 -1.95 -0.80
8 C 0.05 3.12 -0.26
9 H -0.02 1.18 -1.17
10 H -1.92 0.28 0.05
11 H -0.60 3.78 0.34
12 H -1.48 2.09 -1.42
13 H 0.51 -3.78 -1.67
14 H 0.85 2.84 0.43
15 H 0.48 3.66 -1.10
16 H 0.51 -0.50 0.79
17 H 1.55 -3.67 -0.31
18 H -2.10 1.78 0.93


It comes down to ii, which is 0.0709 hartree more stable than the next structure.


i | C4H8NOS | ωB97M-V/def2-TZVPD

Output
orbital gap = 7.2 eV
net charge = +1
HOMO = -13.2 eV
LUMO energy = -6.0 eV

Atoms and positions in Å:
1 S -1.81 0.55 0.45
2 O -3.00 0.81 -0.29
3 N 0.64 -0.47 -0.38
4 C 1.44 -0.76 -1.57
5 C 1.15 -0.74 0.77
6 C -0.55 0.12 -0.64
7 C -1.54 1.50 1.77
8 H 2.01 -1.67 -1.43
9 H -2.42 1.87 2.28
10 H 2.13 0.07 -1.75
11 H 0.62 -0.57 1.69
12 H 0.81 -0.87 -2.45
13 H -0.98 -0.04 -1.62
14 H 2.15 -1.15 0.84
15 H -0.65 1.33 2.34


ii | C4H8NOS | ωB97M-V/def2-TZVPD

Output
orbital gap = 7.6 eV
net charge = +1
HOMO = -13.8 eV
LUMO energy = -6.2 eV

Atoms and positions in Å:
1 S -0.67 1.70 -0.15
2 O 1.06 0.08 1.04
3 N 0.04 -0.92 -0.76
4 C -0.03 -2.19 -0.06
5 C -0.11 2.63 1.33
6 C -0.21 -0.82 -2.02
7 C 0.35 0.15 0.07
8 H 0.84 -2.54 0.32
9 H -0.21 -1.71 -2.68
10 H -0.45 -2.15 0.93
11 H -0.19 2.10 2.39
12 H 1.00 2.85 1.32
13 H -0.47 0.19 -2.40
14 H -0.54 3.61 1.35
15 H -0.43 -2.98 -0.68


iii | C4H8NOS | ωB97M-V/def2-TZVPD

Output
orbital gap (alpha / beta) = 5.9 / 5.9 eV
net charge = +1
HOMO (alpha / beta) = -11.7 / -11.7 eV
LUMO energy (alpha / beta) = -5.8 / -5.9 eV

Atoms and positions in Å:
1 S 1.45 2.61 0.32
2 O 0.55 -1.65 -0.04
3 N -2.14 -1.20 0.88
4 C 0.63 0.45 -1.18
5 C -0.13 -0.49 -0.25
6 C 1.66 1.07 -0.31
7 C -1.40 -0.28 0.22
8 H 2.48 0.46 0.03
9 H -0.03 1.19 -1.63
10 H -1.89 -2.18 0.85
11 H 2.47 2.61 1.20
12 H -3.11 -1.00 1.07
13 H 0.21 -2.14 0.72
14 H -1.84 0.69 0.09
15 H 1.09 -0.15 -1.97


It comes down to iii, which is 0.0129 hartree more stable than the next structure.


i | CH6N4 | ωB97M-V/def2-TZVPD

Output
orbital gap (alpha / beta) = 8.9 / 8.9 eV
net charge = 0
HOMO (alpha / beta) = -7.8 / -7.8 eV
LUMO energy (alpha / beta) = 1.1 / 1.1 eV

Atoms and positions in Å:
1 N -0.44 -0.64 -0.40
2 N 0.51 -0.34 0.46
3 N 1.34 -1.43 0.67
4 N -1.23 0.26 -0.87
5 C -1.01 1.49 -0.23
6 H -0.36 -1.50 -0.95
7 H -1.27 1.46 0.83
8 H -1.54 2.28 -0.77
9 H 2.01 -1.22 1.40
10 H 1.81 -1.75 -0.18
11 H 0.19 1.39 0.04


ii | CH6N4 | ωB97M-V/def2-TZVPD

Output
orbital gap = 8.9 eV
net charge = 0
HOMO = -8.0 eV
LUMO energy = 0.9 eV

Atoms and positions in Å:
1 N -1.72 0.62 0.07
2 N 0.58 -0.07 0.01
3 N -1.95 -0.69 -0.18
4 N 2.07 -0.24 -0.09
5 C -0.39 0.94 -0.12
6 H 2.61 -0.18 0.99
7 H 0.48 -0.95 -0.42
8 H 2.52 0.34 -0.83
9 H -2.95 -0.75 -0.03
10 H -0.04 2.06 -0.02
11 H -1.22 -1.06 0.63


It comes down to i, which is 0.0248 hartree more stable than the next structure.


i | C2H4ClNO2 | ωB97M-V/def2-TZVPD

Output
orbital gap (alpha / beta) = 9.3 / 7.4 eV
net charge = 0
HOMO (alpha / beta) = -10.2 / -9.3 eV
LUMO energy (alpha / beta) = -0.8 / -1.9 eV

Atoms and positions in Å:
1 Cl -2.71 0.28 -0.01
2 O 1.94 1.48 -0.50
3 O 2.66 -0.55 -0.39
4 N 1.84 0.33 -0.08
5 C 0.79 -0.22 0.72
6 C -1.25 0.61 -0.82
7 H -0.74 1.47 -0.70
8 H 0.74 -1.26 0.81
9 H 0.13 0.36 1.32
10 H -1.02 0.10 -1.73


ii | C2H4ClNO2 | ωB97M-V/def2-TZVPD

Output
orbital gap (alpha / beta) = 10.5 / 6.6 eV
net charge = 0
HOMO (alpha / beta) = -10.7 / -8.4 eV
LUMO energy (alpha / beta) = -0.1 / -1.8 eV

Atoms and positions in Å:
1 Cl 0.43 -2.00 0.57
2 O 2.73 0.15 -0.91
3 O 2.62 1.68 0.70
4 N 2.19 0.89 -0.10
5 C -1.47 -0.13 -0.43
6 C -0.51 -0.48 0.64
7 H -0.76 -0.13 1.58
8 H -1.67 0.97 -0.40
9 H -2.37 -0.59 -0.13
10 H -1.19 -0.37 -1.52


It comes down to ii, which is 0.0403 hartree more stable than the next structure.


i | CH4NOP | ωB97M-V/def2-TZVPD

Output
orbital gap = 9.3 eV
net charge = 0
HOMO = -9.3 eV
LUMO energy = 0.0 eV

Atoms and positions in Å:
1 P -2.04 0.54 -0.09
2 O -2.43 -0.85 -0.40
3 N 0.18 0.32 -0.53
4 C -0.47 0.05 0.81
5 H -0.38 -0.91 1.15
6 H -0.24 -0.40 -1.09
7 H 1.26 0.34 -0.69
8 H 0.16 0.66 1.55


ii | CH4NOP | ωB97M-V/def2-TZVPD

Output
orbital gap = 10.9 eV
net charge = 0
HOMO = -10.0 eV
LUMO energy = 0.9 eV

Atoms and positions in Å:
1 P -0.85 0.64 0.12
2 O 1.89 -1.63 3.71
3 N 2.06 -0.57 3.22
4 C 2.35 0.49 2.84
5 H -2.13 1.00 0.22
6 H 2.73 1.22 2.24
7 H -1.15 -0.53 0.75
8 H -0.50 1.51 1.16


It comes down to i, which is 0.1053 hartree more stable than the next structure.


i | CH4NOP | ωB97M-V/def2-TZVPD

Output
orbital gap = 9.5 eV
net charge = 0
HOMO = -9.5 eV
LUMO energy = 0.0 eV

Atoms and positions in Å:
1 P -1.39 1.23 -0.25
2 O 2.37 -0.91 0.31
3 N 1.32 -0.88 -0.11
4 C 0.24 -1.32 -0.09
5 H -0.03 1.45 -0.42
6 H -0.96 0.02 0.43
7 H -1.01 1.85 0.92
8 H -0.53 -1.43 -0.79


ii | CH4NOP | ωB97M-V/def2-TZVPD

Output
orbital gap = 9.2 eV
net charge = 0
HOMO = -9.2 eV
LUMO energy = 0.0 eV

Atoms and positions in Å:
1 P -0.15 0.17 0.07
2 O -0.67 0.50 1.52
3 N 0.54 1.54 -0.30
4 C 0.09 -1.40 -0.22
5 H 0.90 1.37 -1.26
6 H -0.46 1.47 1.38
7 H 0.54 -1.70 -1.15
8 H -0.79 -1.95 -0.04


iii | CH4NOP | ωB97M-V/def2-TZVPD

Output
orbital gap (alpha / beta) = 7.7 / 7.3 eV
net charge = 0
HOMO (alpha / beta) = -8.5 / -8.1 eV
LUMO energy (alpha / beta) = -0.8 / -0.9 eV

Atoms and positions in Å:
1 P 2.24 0.15 0.12
2 O -0.37 -1.58 0.08
3 N 0.65 -0.03 0.06
4 C -0.58 0.76 0.02
5 H -0.41 1.61 0.63
6 H 0.38 -2.07 -0.24
7 H -1.28 0.06 0.30
8 H -0.64 1.11 -0.97


It comes down to ii, which is 0.1025 hartree more stable than the next structure.


i | CH6N5S | ωB97M-V/def2-TZVPD

Output
orbital gap = 8.7 eV
net charge = +1
HOMO = -13.2 eV
LUMO energy = -4.5 eV

Atoms and positions in Å:
1 S 2.22 0.86 0.68
2 N -1.15 0.19 -0.20
3 N -1.51 -0.45 -1.15
4 N -0.69 1.40 -0.13
5 N 2.36 -1.68 -0.42
6 N -1.36 -0.23 1.06
7 C 2.35 -0.64 0.18
8 H -0.26 1.67 0.66
9 H -0.64 2.07 -0.99
10 H -1.85 -1.10 1.14
11 H 2.98 -2.44 -0.66
12 H -1.21 -0.06 -2.03
13 H -1.24 0.39 1.85


ii | CH6N5S | ωB97M-V/def2-TZVPD

Output
orbital gap = 9.1 eV
net charge = +1
HOMO = -14.1 eV
LUMO energy = -5.0 eV

Atoms and positions in Å:
1 S 0.74 0.77 2.12
2 N 1.80 1.72 -0.10
3 N -0.64 -0.80 -0.31
4 N -0.59 -1.49 0.70
5 N -1.39 -1.01 -1.42
6 N 0.22 0.19 -0.50
7 C 0.93 0.79 0.36
8 H -1.29 -2.27 0.93
9 H -0.34 -0.05 2.39
10 H -2.34 -1.50 -1.39
11 H -1.42 -0.29 -2.10
12 H 2.21 2.42 0.43
13 H 2.12 1.53 -1.10


It comes down to ii, which is 0.0181 hartree more stable than the next structure.


i | C41H35BaN5O4P | ωB97M-V/def2-TZVPD

Output
orbital gap = 8.5 eV
net charge = +1
HOMO = -10.7 eV
LUMO energy = -2.2 eV

Atoms and positions in Å:
1 Ba 0.53 -0.26 0.65
2 P -2.36 -1.91 -0.71
3 O 1.94 1.21 1.91
4 O 1.25 -1.36 -1.37
5 O -1.50 -1.68 0.56
6 O 3.23 -0.53 -0.72
7 N 3.58 2.71 1.36
8 N 2.01 -2.51 1.37
9 N -1.57 1.43 1.71
10 N -2.69 5.69 -0.16
11 N 4.94 2.85 1.54
12 C 3.17 1.53 1.92
13 C 5.38 1.73 2.15
14 C -4.07 -1.53 -0.38
15 C -2.70 0.94 2.22
16 C -4.67 -2.08 0.75
17 C -0.72 -0.65 -4.21
18 C -1.78 -0.87 -2.07
19 C -2.24 -3.61 -1.19
20 C 6.84 1.57 2.40
21 C 3.22 -3.80 -0.27
22 C -2.75 3.38 1.05
23 C -1.57 2.64 1.14
24 C 2.41 -1.44 -0.81
25 C 4.33 0.89 2.41
26 C 2.55 4.93 1.40
27 C 1.73 5.87 0.78
28 C 2.78 3.73 0.76
29 C 3.33 -4.85 0.63
30 C 2.56 -2.66 0.15
31 C -5.98 -1.78 1.06
32 C 2.22 3.44 -0.48
33 C -0.90 -5.62 -1.15
34 C 5.73 3.87 0.86
35 C -2.71 4.68 0.38
36 C -1.28 1.32 -2.95
37 C 1.15 5.59 -0.45
38 C 2.14 -3.54 2.22
39 C 2.78 -4.72 1.90
40 C -1.24 -1.46 -3.20
41 C -4.81 -0.69 -1.21
42 C -3.02 -5.60 -2.30
43 C -0.74 0.73 -4.09
44 C 1.40 4.38 -1.08
45 C -3.93 2.87 1.56
46 C -1.08 -4.29 -0.80
47 C -6.72 -0.93 0.23
48 C -1.80 0.52 -1.94
49 C -6.13 -0.39 -0.90
50 C -1.86 -6.27 -1.90
51 C -3.20 -4.28 -1.94
52 C -3.90 1.64 2.17
53 H -6.70 0.27 -1.55
54 H -1.32 2.40 -2.86
55 H -1.72 -7.31 -2.18
56 H 2.45 2.49 -0.96
57 H 4.39 -0.07 2.88
58 H -0.64 3.03 0.76
59 H -0.29 -1.10 -5.10
60 H 2.86 -5.51 2.63
61 H 3.64 -3.86 -1.26
62 H 0.50 6.32 -0.91
63 H 2.98 5.11 2.37
64 H -4.80 1.20 2.59
65 H 7.29 2.45 2.86
66 H 6.13 4.59 1.59
67 H 7.02 0.72 3.06
68 H 7.38 1.37 1.46
69 H -0.32 -3.78 -0.21
70 H -3.77 -6.12 -2.88
71 H -4.84 3.45 1.49
72 H -6.44 -2.22 1.94
73 H -7.74 -0.70 0.48
74 H 1.70 -3.41 3.20
75 H 1.52 6.81 1.27
76 H 5.10 4.39 0.15
77 H 3.84 -5.76 0.34
78 H 0.00 -6.14 -0.84
79 H -4.11 -3.78 -2.26
80 H -2.24 0.99 -1.07
81 H -1.19 -2.53 -3.31
82 H -2.65 -0.04 2.67
83 H 6.55 3.39 0.32
84 H -4.37 -0.27 -2.10
85 H 0.96 4.16 -2.05
86 H -4.12 -2.74 1.41
87 H -0.33 1.35 -4.87


ii | C41H35BaN5O4P | ωB97M-V/def2-TZVPD

Output
orbital gap = 8.8 eV
net charge = +1
HOMO = -11.2 eV
LUMO energy = -2.4 eV

Atoms and positions in Å:
1 Ba -1.63 -0.29 -0.13
2 P -0.18 -0.49 3.30
3 O -3.97 -1.06 0.33
4 O -0.21 1.38 -1.05
5 O -2.93 -1.89 -1.44
6 O -0.94 0.12 2.13
7 N 2.78 -4.51 -3.83
8 N 0.94 -1.52 -0.58
9 N -3.64 0.78 -2.12
10 N 2.08 2.39 -3.40
11 N 0.94 1.72 -3.00
12 C -4.08 1.81 -2.84
13 C -1.70 -0.26 -4.64
14 C -0.10 1.36 -3.91
15 C 1.93 2.57 -1.20
16 C 2.69 2.86 -2.30
17 C -4.52 -0.17 -1.79
18 C -0.41 -3.02 2.35
19 C 2.32 -3.54 2.24
20 C 1.16 0.59 3.79
21 C 2.63 -3.71 -3.02
22 C 2.98 1.20 5.26
23 C -2.91 -1.09 6.90
24 C 4.00 3.57 -2.40
25 C 1.94 0.33 4.92
26 C -3.85 -1.21 -0.91
27 C -5.85 -0.13 -2.15
28 C -0.64 0.09 -3.82
29 C 0.05 -4.22 1.82
30 C 2.44 -2.69 -2.01
31 C 2.44 2.58 3.35
32 C 3.51 -1.94 -1.53
33 C -2.18 0.65 -5.57
34 C 2.62 2.21 -4.74
35 C -0.59 2.29 -4.82
36 C 0.79 1.85 -1.64
37 C -6.29 0.93 -2.92
38 C -2.42 -0.02 4.81
39 C 0.50 -2.07 2.82
40 C -3.25 -0.18 5.90
41 C 1.98 -0.81 -0.12
42 C 3.23 2.32 4.47
43 C -5.38 1.92 -3.28
44 C -1.62 1.92 -5.66
45 C 1.41 1.71 3.01
46 C -1.25 -0.77 4.71
47 C 3.28 -0.98 -0.57
48 C -0.91 -1.69 5.70
49 C 1.41 -4.47 1.76
50 C 1.87 -2.33 2.77
51 C -1.74 -1.84 6.80
52 C 1.17 -2.45 -1.50
53 H -0.66 -4.95 1.46
54 H 4.03 3.00 4.74
55 H 0.77 1.92 2.16
56 H 3.69 2.06 -4.69
57 H 2.16 1.33 -5.19
58 H 1.76 -0.07 0.65
59 H -5.69 2.77 -3.87
60 H -2.68 0.68 4.02
61 H 4.08 -0.38 -0.16
62 H -2.14 -1.24 -4.54
63 H -0.22 -0.60 -3.10
64 H -7.32 0.99 -3.23
65 H 3.58 1.00 6.13
66 H -4.16 0.39 5.98
67 H 4.51 -2.12 -1.92
68 H 3.38 -3.74 2.20
69 H 3.96 4.41 -3.09
70 H -0.17 3.29 -4.85
71 H 1.77 -5.40 1.35
72 H -2.01 2.63 -6.38
73 H 2.58 -1.59 3.12
74 H -3.00 0.37 -6.22
75 H -1.48 -2.83 2.40
76 H 2.62 3.47 2.76
77 H 4.29 3.94 -1.42
78 H -3.34 2.57 -3.09
79 H -6.53 -0.92 -1.83
80 H -1.49 -2.55 7.58
81 H -0.02 -2.30 5.61
82 H 4.79 2.89 -2.75
83 H 2.13 2.86 -0.18
84 H 2.40 3.08 -5.37
85 H 0.32 -3.02 -1.86
86 H -3.56 -1.21 7.76
87 H 1.74 -0.53 5.55


It comes down to i, which is 0.0026 hartree more stable than the next structure.


i | H14NO5 | ωB97M-V/def2-TZVPD

Output
orbital gap = 11.0 eV
net charge = +1
HOMO = -14.3 eV
LUMO energy = -3.3 eV

Atoms and positions in Å:
1 O 0.84 -1.72 0.56
2 O 1.46 3.57 0.33
3 O 0.81 -1.17 -2.34
4 O -0.47 -3.52 3.30
5 O -2.03 0.93 0.07
6 N -0.08 1.40 -1.74
7 H -2.66 1.63 0.29
8 H -1.95 0.24 0.72
9 H -1.26 -3.08 2.97
10 H 1.53 -1.69 -1.98
11 H -0.07 -1.69 0.87
12 H -0.18 1.27 -2.74
13 H 1.10 -2.61 0.83
14 H -0.88 1.03 -1.15
15 H 0.63 0.68 -1.53
16 H -0.01 -1.48 -1.94
17 H 2.19 3.54 0.96
18 H 0.18 2.33 -1.40
19 H 1.63 4.42 -0.11
20 H -0.78 -4.08 4.02


ii | H14NO5 | ωB97M-V/def2-TZVPD

Output
orbital gap = 11.9 eV
net charge = +1
HOMO = -14.6 eV
LUMO energy = -2.7 eV

Atoms and positions in Å:
1 O -1.90 2.92 1.71
2 O -1.11 -2.66 1.52
3 O 4.56 -0.25 -0.55
4 O -1.72 0.07 -3.31
5 O 1.65 -0.10 -0.42
6 N -1.21 0.07 0.37
7 H -1.33 3.20 2.45
8 H -2.51 0.14 -3.85
9 H -0.78 -3.54 1.27
10 H -2.79 3.00 2.15
11 H -1.61 0.11 -0.59
12 H 4.95 -0.50 0.31
13 H -0.16 0.17 0.29
14 H -1.56 -2.81 2.32
15 H -1.72 0.83 0.82
16 H -1.40 -0.93 0.77
17 H 2.45 0.41 -0.27
18 H 1.96 -0.99 -0.30
19 H -1.01 0.51 -3.70
20 H 5.24 0.35 -0.98


iii | H14NO5 | ωB97M-V/def2-TZVPD

Output
orbital gap = 12.4 eV
net charge = +1
HOMO = -15.0 eV
LUMO energy = -2.7 eV

Atoms and positions in Å:
1 O 1.73 -2.70 2.22
2 O -2.97 -0.35 0.58
3 O 2.10 -1.16 -0.11
4 O 0.13 3.24 1.09
5 O -0.92 0.47 -3.09
6 N 0.06 0.57 -0.41
7 H 0.89 -0.09 -0.32
8 H 2.09 -1.46 0.82
9 H -3.23 -0.61 -0.32
10 H 1.32 -3.57 2.32
11 H 2.70 -1.78 -0.53
12 H -0.69 0.37 0.25
13 H -0.30 0.91 -3.69
14 H -1.60 0.10 -3.67
15 H -3.65 -0.81 1.09
16 H -0.72 3.60 0.82
17 H 0.48 3.96 1.63
18 H 0.42 1.50 -0.17
19 H -0.29 0.54 -1.38
20 H 2.45 -2.72 2.87


It comes down to iii, which is 0.0169 hartree more stable than the next structure.